No. 1
Computed, not measured: C4H9NO2 in the gas phase in a non-equilibrium geometry, with ωB97M-V with the def2-TZVPD basis set.

Last column: natural (NBO) charge in e.
CARTESIAN COORDINATES (ANGSTROEM)
C (2.04, 0.27, -0.27)  -0.255
O (1.39, -0.38, 0.80)  -0.526
C (0.15, 0.20, 1.09)  -0.139
C (-0.90, -0.12, 0.05)  0.219
N (-1.73, 0.70, -0.46)  -0.159
O (-1.41, 2.05, -0.24)  -0.592
C (-1.17, -1.55, -0.30)  -0.656
H (3.02, -0.20, -0.36)  0.198
H (1.50, 0.15, -1.22)  0.164
H (2.17, 1.34, -0.07)  0.171
H (0.23, 1.28, 1.26)  0.205
H (-0.21, -0.27, 2.01)  0.207
H (-1.34, 2.23, -1.19)  0.474
H (-1.65, -2.01, 0.57)  0.224
H (-0.24, -2.07, -0.50)  0.229
H (-1.84, -1.62, -1.16)  0.237

Computed properties:
- SMILES string = COC/C(C)=N\O
- total charge = 0
- relative energy (zero: lowest compared OMol25 entry of this formula, charge and spin) (kJ/mol) = 343.78
- DFT total energy (hartree) = -362.95460

***

No. 2
Computed, not measured: a 2-piece molecular cluster, C5H12N2 overall in a non-equilibrium geometry, with ωB97M-V with the def2-TZVPD basis set.

Last column: natural (NBO) charge in e.
CARTESIAN COORDINATES (ANGSTROEM)
C (1.48, -0.32, -0.87)  -0.236
C (0.11, -0.88, -0.91)  -0.374
C (-0.68, -0.83, 0.36)  -0.493
N (-1.88, 2.53, 1.47)  -0.711
C (-1.75, 1.37, 0.88)  0.019
C (-0.62, 0.51, 0.94)  -0.081
N (2.27, -1.38, -0.21)  -0.859
H (1.51, 0.55, -0.23)  0.206
H (1.87, -0.07, -1.87)  0.189
H (0.17, -1.98, -1.20)  0.212
H (-0.47, -0.47, -1.66)  0.202
H (-1.73, -1.11, 0.08)  0.217
H (-0.36, -1.58, 1.03)  0.235
H (-2.52, 3.09, 0.86)  0.332
H (-0.44, 1.88, -0.63)  0.046
H (-2.55, 0.99, 0.23)  0.154
H (-0.18, 0.58, 1.95)  0.231
H (2.89, -1.03, 0.56)  0.356
H (2.87, -1.87, -0.77)  0.356

Computed properties:
- total charge = 0
- relative energy (zero: lowest compared OMol25 entry of this formula, charge and spin) (kJ/mol) = 602.51
- DFT total energy (hartree) = -306.99986

***

Q: Which value of DFT total energy does entry 2 give?
A: -306.99986 hartree